{"formula": "C43H54N6O6SV", "method": "ωB97M-V with the def2-TZVPD basis set", "e_above_lowest_kcal_mol": 8.6, "homo_ev": [-6.081, -6.738], "spin_multiplicity": 4, "charge": 0, "energy_ev": -103216.6889, "gap_ev": [5.02, 5.61], "lumo_energy_ev": [-1.06, -1.13], "largest_force_ev_per_a": 1.5, "elements": ["V", "C", "C", "C", "C", "C", "C", "C", "N", "C", "C", "C", "C", "C", "C", "O", "C", "C", "C", "C", "C", "C", "C", "C", "C", "O", "C", "C", "C", "C", "C", "C", "H", "H", "H", "H", "H", "H", "H", "H", "H", "H", "H", "H", "H", "H", "H", "H", "H", "H", "H", "H", "H", "H", "H", "H", "H", "H", "H", "H", "H", "H", "H", "H", "H", "H", "H", "H", "H", "H", "H", "H", "C", "C", "N", "N", "C", "N", "S", "C", "C", "C", "C", "C", "N", "H", "H", "H", "H", "H", "H", "H", "H", "H", "H", "O", "C", "C", "C", "C", "C", "C", "C", "O", "N", "O", "O", "H", "H", "H", "H"], "coordinates": [[-0.63732, -0.32787, -1.45503], [2.63307, -3.25144, 4.14016], [1.11816, -3.49698, 4.18909], [0.49785, -2.62018, 5.28509], [0.88804, -4.96005, 4.56619], [0.50373, -3.14144, 2.83424], [0.59040, -1.82130, 2.38569], [0.06476, -1.45574, 1.15243], [-0.02442, -0.17645, 0.61389], [0.60025, 0.89382, 1.13106], [1.84589, 0.86698, 1.78551], [2.39807, 1.99361, 2.33447], [1.65799, 3.20329, 2.28802], [0.45629, 3.33390, 1.65099], [-0.10347, 2.17573, 0.96277], [-1.18235, 2.20204, 0.32163], [-0.29588, 4.66314, 1.65888], [0.34566, 5.68027, 2.60962], [-0.27363, 5.27043, 0.25320], [-1.74380, 4.46375, 2.12892], [3.77245, 1.91750, 2.99405], [4.79822, 1.39525, 1.97904], [4.25756, 3.27420, 3.50462], [3.70384, 0.95437, 4.18625], [-0.60242, -2.43727, 0.38485], [-1.17592, -2.00910, -0.75613], [-0.71236, -3.76039, 0.80467], [-0.12826, -4.08448, 2.03584], [-1.43878, -4.80666, -0.03747], [-1.39307, -6.19021, 0.61287], [-2.91755, -4.42626, -0.21015], [-0.76898, -4.91955, -1.41566], [3.09491, -3.49510, 5.09889], [2.85652, -2.20962, 3.91507], [3.09872, -3.86624, 3.36806], [0.92705, -2.86966, 6.25735], [-0.58144, -2.77050, 5.33782], [0.67700, -1.56104, 5.10334], [1.34286, -5.16087, 5.53774], [1.33798, -5.64227, 3.84338], [-0.17450, -5.19571, 4.64125], [1.04095, -1.07272, 3.01844], [2.38564, -0.06943, 1.80693], [2.07590, 4.06299, 2.78412], [1.34969, 5.96868, 2.29440], [0.40120, 5.29798, 3.63053], [-0.26278, 6.58553, 2.62499], [0.74694, 5.53101, -0.03321], [-0.87886, 6.17931, 0.22005], [-0.66141, 4.57183, -0.47586], [-1.76422, 4.05381, 3.14040], [-2.28874, 3.78823, 1.47573], [-2.25219, 5.42951, 2.14934], [4.85177, 2.05040, 1.10910], [4.54252, 0.39573, 1.62956], [5.78917, 1.34758, 2.43384], [4.34401, 4.00524, 2.69980], [5.24360, 3.15807, 3.95636], [3.59281, 3.68401, 4.26651], [3.40885, -0.04461, 3.86854], [2.97665, 1.29967, 4.92252], [4.67694, 0.87910, 4.67353], [-0.18610, -5.10453, 2.38126], [-1.86146, -6.19372, 1.59702], [-0.37076, -6.55593, 0.72100], [-1.93613, -6.89829, -0.01507], [-3.41720, -4.38838, 0.75892], [-3.42631, -5.17619, -0.82078], [-3.01695, -3.45398, -0.68566], [0.29143, -5.15994, -1.30625], [-0.85716, -3.98110, -1.95708], [-1.23997, -5.71690, -1.99669], [-2.15803, -2.12596, -5.15990], [-1.89992, -1.36184, -3.90078], [-0.77999, -1.38023, -3.28055], [0.23185, -2.16363, -3.70463], [1.44609, -2.13685, -3.07521], [2.34574, -2.97790, -3.63304], [1.81349, -1.17373, -1.78407], [-2.94833, -0.49908, -3.25327], [-4.17940, -0.24507, -3.83475], [-5.08264, 0.55734, -3.14088], [-4.73064, 1.07427, -1.90978], [-3.46970, 0.78577, -1.39584], [-2.61820, 0.01663, -2.05440], [-2.01068, -3.19682, -4.98918], [-1.46636, -1.79750, -5.94137], [-3.16881, -1.99844, -5.52731], [0.13505, -2.62564, -4.59637], [2.04947, -3.74621, -4.21095], [3.23173, -3.07444, -3.16893], [-4.44314, -0.64211, -4.80080], [-6.04977, 0.77135, -3.57480], [-5.40393, 1.70297, -1.34618], [-3.09955, 1.18258, -0.45548], [0.97789, 0.22586, -4.79951], [0.83112, 1.38167, -5.13134], [0.04805, 2.41093, -4.44389], [-0.23872, 3.54824, -5.20241], [-1.09351, 4.50589, -4.70741], [-1.68258, 4.37922, -3.44777], [-1.38941, 3.28061, -2.67665], [-0.49247, 2.28341, -3.13282], [-0.19594, 1.29518, -2.36563], [-1.40473, 5.67232, -5.52997], [-2.19846, 6.48103, -5.08609], [-0.90294, 5.73755, -6.63797], [1.33730, 1.76464, -6.03966], [0.18487, 3.66889, -6.18954], [-2.34807, 5.14911, -3.08696], [-1.78767, 3.16512, -1.67868]], "forces_ev_per_a": [[0.6377, -0.5355, 1.2580], [-0.0292, -0.0046, -0.0246], [0.0093, -0.0320, -0.0022], [0.0119, 0.0035, -0.0010], [0.0014, -0.0263, 0.0287], [0.0867, 0.1991, 0.0402], [-0.0381, -0.2830, 0.1065], [-0.0833, -0.1211, -0.0327], [-0.3035, -0.0865, -0.6158], [-0.0306, 0.3082, 0.0285], [-0.0104, -0.0859, -0.0302], [0.0226, 0.0186, 0.0160], [-0.0155, -0.0387, -0.0109], [-0.0562, -0.0171, -0.0769], [-0.0831, 0.0332, 0.1355], [0.0426, 0.0237, -0.0769], [0.0540, 0.0627, 0.0444], [-0.0060, -0.0275, 0.0162], [0.0092, 0.0559, 0.0102], [-0.0317, -0.0130, 0.0063], [0.0391, 0.0103, 0.0092], [-0.0001, -0.0209, 0.0080], [0.0013, 0.0274, 0.0234], [-0.0166, 0.0046, -0.0127], [-0.1574, 0.0410, -0.2335], [0.1935, 0.2337, -0.1551], [0.1946, 0.0266, 0.3001], [-0.0773, 0.0022, -0.1106], [-0.0025, -0.0397, -0.0152], [0.0121, -0.0446, -0.0312], [0.0543, 0.0079, 0.0104], [-0.0007, -0.0317, 0.0162], [0.0048, -0.0110, 0.0458], [0.0049, 0.0471, -0.0093], [-0.0023, -0.0213, -0.0171], [0.0196, -0.0108, 0.0371], [-0.0211, -0.0215, -0.0124], [0.0140, 0.0370, -0.0043], [0.0079, 0.0021, 0.0182], [0.0279, -0.0015, -0.0187], [-0.0356, 0.0091, -0.0003], [0.0008, 0.0219, 0.0319], [0.0284, -0.0276, -0.0160], [-0.0028, 0.0292, 0.0097], [0.0158, -0.0112, -0.0217], [-0.0103, -0.0004, 0.0228], [-0.0215, 0.0211, -0.0183], [0.0242, -0.0058, -0.0118], [-0.0117, 0.0371, 0.0154], [-0.0748, -0.1200, -0.1315], [0.0148, -0.0207, 0.0367], [0.0106, 0.0149, -0.0194], [-0.0386, 0.0378, -0.0013], [-0.0070, 0.0369, -0.0270], [-0.0147, -0.0356, -0.0166], [0.0387, 0.0010, 0.0297], [-0.0008, 0.0090, -0.0430], [0.0278, -0.0072, 0.0077], [-0.0098, -0.0068, 0.0266], [-0.0129, -0.0488, -0.0135], [-0.0226, 0.0198, 0.0201], [0.0597, -0.0009, 0.0249], [0.0064, 0.0340, 0.0054], [-0.0405, 0.0108, 0.0268], [0.0333, -0.0018, -0.0029], [-0.0139, -0.0250, -0.0240], [0.0041, 0.0069, 0.0378], [-0.0153, -0.0204, -0.0348], [-0.0083, 0.0529, -0.0266], [0.0118, -0.0038, 0.0155], [-0.0041, 0.0545, -0.0483], [-0.0277, -0.0087, -0.0318], [0.1564, -0.0791, 0.0740], [-0.3159, 0.4149, 0.2651], [-0.3476, 0.0539, -0.2772], [-0.0788, -0.1810, 0.1109], [-0.0249, -0.2326, -0.4163], [-0.0785, 0.0753, 0.0728], [-0.1756, 0.1145, 0.2013], [0.2380, -0.3620, -0.3370], [0.0416, 0.1551, 0.3101], [0.0924, -0.0538, -0.0290], [0.0658, 0.0105, 0.0580], [-0.1880, 0.1111, 0.0056], [0.0396, -0.1096, -0.2509], [0.0252, 0.0191, 0.0043], [-0.0224, -0.0189, -0.0071], [-0.0096, 0.0321, 0.0007], [0.0870, 0.0535, -0.0184], [-0.0138, 0.0190, -0.0280], [0.0018, 0.0356, 0.0419], [0.0091, -0.0269, -0.0435], [-0.0174, 0.0233, 0.0187], [-0.0246, 0.0073, -0.0052], [-0.0651, 0.0228, -0.0060], [-0.0632, -0.0184, -0.1623], [0.3071, 0.2023, 0.3124], [-0.1368, 0.1580, -0.2864], [-0.0940, -0.1154, 0.2704], [0.0851, 0.2121, -0.0815], [0.1231, -0.2447, 0.0994], [0.0400, 0.2387, -0.1219], [-0.1937, -0.2112, -0.0318], [0.3595, 0.0887, -0.0350], [-0.3246, -0.3453, -0.1085], [0.1176, 0.1280, 0.0231], [0.1072, 0.1412, 0.0456], [-0.0875, -0.0691, -0.1221], [0.0115, 0.0121, -0.0359], [-0.0199, 0.0363, -0.0329], [-0.0128, -0.0203, 0.0332]], "mulliken_spin": [1.987, -0.006, -0.003, -0.002, 0.002, -0.037, 0.076, -0.093, 0.233, 0.179, -0.069, 0.076, 0.041, 0.091, 0.147, 0.249, 0.009, -0.002, -0.001, 0.004, 0.021, 0.009, 0.015, 0.022, 0.052, -0.059, -0.027, 0.045, -0.006, 0.001, 0.000, -0.001, 0.000, 0.004, 0.001, 0.000, 0.000, 0.001, 0.000, 0.000, 0.000, 0.014, -0.009, 0.002, 0.001, 0.001, 0.000, -0.002, 0.001, 0.007, -0.001, 0.000, 0.000, 0.001, -0.002, 0.000, -0.004, 0.000, -0.001, -0.010, 0.001, 0.000, 0.010, 0.000, 0.000, 0.000, 0.001, 0.000, 0.000, 0.000, 0.005, 0.000, 0.000, 0.009, -0.056, 0.005, -0.012, 0.003, 0.007, 0.025, -0.002, 0.007, 0.000, -0.015, 0.003, 0.001, 0.001, 0.000, -0.001, -0.001, 0.001, 0.000, 0.000, 0.000, 0.031, 0.005, 0.003, 0.013, -0.008, 0.010, -0.007, 0.013, -0.017, -0.009, -0.001, 0.002, 0.003, 0.000, -0.001, 0.000, 0.011]}